Record 1
C5H14N | ωB97M-V with the def2-TZVPD basis set

```
20
Properties=species:S:1:pos:R:3:forces:R:3:lowdin_spin:R:1
C -1.073 -1.840 0.388 -0.12 -0.59 0.56 0.046
C -0.078 -0.711 0.470 0.42 -0.19 -0.71 0.078
C 0.102 0.063 -0.859 0.02 -0.70 0.51 0.033
C 0.437 1.544 -0.640 0.43 -0.43 -1.64 0.030
C -0.782 2.430 -0.395 1.28 0.54 0.02 0.002
N 1.282 -1.288 0.867 -0.14 0.90 -0.22 0.224
H -1.270 -2.252 1.382 0.17 -0.10 -0.04 0.019
H -2.053 -1.578 -0.011 0.15 0.40 -0.21 0.003
H -0.646 -2.635 -0.219 -0.18 -0.12 -0.12 0.019
H -0.269 -0.048 1.306 -0.38 0.24 -0.04 0.032
H -0.755 -0.113 -1.513 -0.38 0.45 0.32 0.001
H 0.865 -0.492 -1.415 0.33 0.44 0.09 0.029
H 0.948 1.837 -1.566 -0.10 0.34 0.13 0.002
H 1.219 1.629 0.118 -0.24 0.08 0.29 0.031
H -0.443 3.438 -0.133 0.03 -0.21 0.63 0.001
H -1.331 1.970 0.420 -0.71 0.39 -0.12 0.001
H -1.318 2.678 -1.310 -0.52 -0.89 0.05 0.001
H 1.960 -0.475 0.928 0.05 -0.31 0.38 0.153
H 1.227 -1.756 1.798 0.21 -0.05 0.24 0.155
H 1.737 -1.943 0.194 -0.33 -0.19 -0.14 0.141
```
Forces are in eV/Å.

Output
Expectation value of S²: 0.751
Relative energy (zero: lowest compared OMol25 entry of this formula, charge and spin) (kJ/mol): 139.6
LUMO energy (spin up / spin down) (eV): 1.066 / 0.846
Multiplicity: 2
Net charge: 0

Record 2
C33H22BF9 | ωB97M-V with the def2-TZVPD basis set

```
65
Properties=species:S:1:pos:R:3:forces:R:3:mulliken_charge:R:1
F -3.614 -5.195 2.759 0.75 1.08 -0.24 -0.338
C -2.831 -4.188 2.231 -0.07 -0.33 -0.30 0.304
C -1.449 -4.357 2.184 -0.19 0.05 0.03 -0.908
C -0.708 -3.403 1.488 -0.33 0.15 -0.02 -0.238
F 0.652 -3.548 1.513 -0.95 -0.05 -0.17 -0.330
C -1.285 -2.346 0.767 0.09 0.11 0.26 1.069
B -0.533 -1.526 -0.409 0.19 0.15 0.45 1.650
C 0.982 -1.978 -0.745 0.22 -0.23 0.12 0.405
C 2.156 -1.395 -0.258 -0.01 -1.03 -0.05 0.366
F 2.109 -0.687 0.917 -0.18 0.29 -1.00 -0.213
C 3.432 -1.672 -0.746 0.09 -0.27 0.13 -1.003
C 3.564 -2.737 -1.633 -0.03 0.03 -0.24 0.392
F 4.820 -3.136 -2.033 -1.07 0.49 0.23 -0.330
C 2.453 -3.445 -2.085 0.17 0.09 0.17 -0.939
C 1.208 -3.051 -1.609 0.11 0.01 0.09 0.100
F 0.144 -3.855 -1.939 0.78 0.67 -0.01 -0.342
C -1.403 -1.491 -1.789 0.08 -0.05 -0.28 0.700
C -1.146 -0.539 -2.779 0.23 -0.62 -0.22 -0.149
F 0.020 0.191 -2.668 -1.16 0.09 0.14 -0.363
C -1.870 -0.405 -3.966 0.16 -0.13 -0.18 -1.039
C -2.754 -1.428 -4.299 -0.12 0.01 0.03 0.369
F -3.366 -1.428 -5.535 0.46 0.18 1.21 -0.335
C -2.992 -2.483 -3.426 0.08 0.23 0.08 -0.859
C -2.323 -2.465 -2.200 -0.13 -0.04 -0.08 0.264
F -2.550 -3.551 -1.402 -0.01 0.68 -0.46 -0.383
H -0.426 -0.333 0.057 0.21 0.22 -0.44 -0.499
C -2.653 -2.153 1.015 0.58 -0.42 0.36 0.096
F -3.237 -1.005 0.543 0.19 -0.67 0.04 -0.387
C -3.453 -3.061 1.695 -0.02 0.05 0.11 -0.708
H -0.955 -5.212 2.636 -0.17 0.15 -0.05 0.473
H 4.287 -1.114 -0.377 -0.06 -0.31 0.04 0.451
H 2.522 -4.285 -2.762 0.16 0.00 0.10 0.492
H -1.698 0.436 -4.627 0.17 -0.25 -0.11 0.491
H -3.676 -3.293 -3.663 0.20 0.17 -0.02 0.474
H -4.523 -2.900 1.772 0.12 -0.11 0.04 0.481
C 2.021 1.684 5.874 -0.02 0.04 0.15 -1.506
C 1.471 1.539 4.485 -0.47 0.20 -0.44 1.010
C 0.172 1.048 4.306 -0.31 -0.19 -0.10 -0.901
C -0.389 0.923 3.042 -0.05 0.11 -0.54 -0.562
C 0.307 1.361 1.882 0.70 -0.28 0.81 1.519
C -0.401 1.512 0.643 0.18 0.91 0.74 -1.015
C -0.099 2.597 -0.265 -0.08 0.70 -0.74 0.400
C -0.832 2.708 -1.484 0.20 -0.31 0.32 -0.435
C -0.503 3.644 -2.455 -0.23 -0.24 0.26 -0.933
C 0.521 4.576 -2.238 -0.33 -0.37 0.23 1.104
C 0.891 5.553 -3.314 0.03 0.09 -0.08 -1.463
C 1.142 4.586 -0.981 -0.24 -0.06 -0.05 -0.951
C 0.803 3.671 0.011 0.35 -0.42 -0.24 -0.584
C 1.670 1.742 2.064 -0.22 0.28 -0.04 -0.651
C 2.206 1.882 3.339 -0.03 -0.13 0.10 -0.883
H 2.956 2.250 5.883 -0.03 -0.26 0.01 0.366
H 1.323 2.204 6.541 -0.01 -0.05 -0.25 0.371
H 2.162 0.690 6.317 0.21 0.20 -0.09 0.318
H -0.424 0.780 5.184 0.23 -0.01 -0.32 0.382
H -1.396 0.513 2.896 0.32 0.24 0.24 0.376
H -1.400 1.135 0.594 -0.44 -0.17 0.06 0.782
H -1.663 2.012 -1.633 0.39 0.11 -0.17 0.546
H -1.052 3.640 -3.400 0.15 0.06 0.28 0.392
H 1.827 6.057 -3.063 -0.01 -0.13 -0.22 0.369
H 0.961 5.036 -4.278 0.21 0.14 0.19 0.364
H 0.139 6.339 -3.452 -0.03 -0.19 0.20 0.303
H 1.907 5.339 -0.802 -0.22 -0.10 0.19 0.338
H 1.253 3.797 1.001 -0.23 -0.17 -0.48 0.670
H 2.312 1.941 1.198 -0.41 -0.11 0.41 0.748
H 3.212 2.282 3.474 -0.18 -0.28 -0.18 0.310
```
Forces are in eV/Å.

Output
LUMO energy (eV): -2.409
Net charge: 0

Record 3
C3H4N2O | ωB97M-V with the def2-TZVPD basis set

```
10
Properties=species:S:1:pos:R:3:forces:R:3:mulliken_charge:R:1
O -2.781 -0.574 1.180 0.03 0.16 -0.08 -0.520
C -1.922 0.072 0.419 0.36 0.28 -0.33 0.232
C -1.114 0.625 -0.280 -0.36 -0.27 0.33 -0.534
N 1.973 0.732 -1.250 0.05 -0.20 0.14 -0.799
N 1.942 -0.097 -0.323 0.06 -0.28 0.46 0.490
C 1.924 -0.724 0.684 -0.04 0.38 -0.62 -0.204
H -3.511 0.018 1.409 0.07 -0.08 -0.01 0.342
H -0.367 1.098 -0.884 -0.16 -0.08 0.11 0.482
H 2.567 0.365 -1.997 -0.05 0.03 0.06 0.230
H 1.288 -1.516 1.042 0.04 0.07 -0.05 0.281
```
Forces are in eV/Å.

Output
Relative energy (zero: lowest compared OMol25 entry of this formula, charge and spin) (kJ/mol): 587.6
LUMO energy (eV): 0.534
Net charge: 0

Let's list max |F| in order: 1.75 1.33 0.73 eV Å⁻¹.
Let's list M in order: 88.17 600.33 84.08 g mol⁻¹.